65
Properties=species:S:1:pos:R:3:lowdin_charge:R:1 method="wB97M-V/def2-TZVPD" homo_energy_ev=-4.4070 gap_ha=0.2582 e_tot_ha=-2195.428346 charge=-1
C 4.66 0.01 3.50 -0.123
C 3.86 1.25 3.89 -0.230
C 2.33 1.19 3.86 -0.392
C 1.80 -0.09 4.51 -0.075
N 1.65 1.64 2.65 0.005
C 1.76 1.00 1.34 -0.497
C 1.40 -0.49 1.26 -0.231
N 2.51 -1.46 1.46 0.001
P 3.37 1.31 0.45 0.479
S 3.40 2.62 -1.02 0.056
C 0.67 1.71 0.42 -0.761
O 0.37 1.11 -0.62 -0.050
O 0.21 2.78 0.85 -0.037
H 5.05 0.02 2.49 0.037
H 5.54 -0.05 4.14 0.061
H 4.12 -0.92 3.63 0.045
H 4.11 1.44 4.93 0.095
H 4.18 2.14 3.36 0.088
H 2.06 1.95 4.60 0.123
H 0.74 -0.01 4.72 0.072
H 2.07 -0.99 3.98 0.040
H 2.29 -0.16 5.49 0.074
H 0.66 1.64 2.85 0.108
H 0.92 -0.71 0.31 0.080
H 0.66 -0.70 2.03 0.111
H 2.74 -1.92 0.59 0.021
H 2.14 -2.20 2.04 0.052
H 4.35 1.72 1.36 -0.050
H 3.82 0.10 -0.08 -0.031
O 2.97 -2.16 -1.57 0.106
C 2.00 -2.77 -1.92 -0.470
O 0.75 -2.42 -1.54 0.034
C -0.21 -3.38 -2.03 -0.136
C 0.47 -4.06 -3.21 -0.149
C 1.94 -4.02 -2.79 -0.073
H -0.45 -4.07 -1.22 0.130
H -1.12 -2.85 -2.31 0.108
H 0.08 -5.05 -3.41 0.114
H 0.33 -3.46 -4.11 0.119
H 2.22 -4.88 -2.18 0.126
H 2.61 -3.92 -3.64 0.121
O -3.36 -3.70 -3.82 0.094
C -3.85 -2.70 -3.38 -0.501
O -4.83 -2.69 -2.45 0.022
C -5.23 -1.33 -2.17 -0.138
C -4.05 -0.47 -2.60 -0.161
C -3.48 -1.28 -3.76 -0.072
H -6.14 -1.11 -2.74 0.120
H -5.45 -1.23 -1.11 0.123
H -4.32 0.55 -2.87 0.115
H -3.31 -0.42 -1.81 0.098
H -3.95 -1.04 -4.72 0.129
H -2.40 -1.17 -3.84 0.125
O -2.44 1.44 -1.33 0.104
C -2.73 2.48 -0.82 -0.466
O -3.63 2.57 0.20 0.013
C -3.84 3.96 0.53 -0.171
C -2.60 4.68 0.03 -0.156
C -2.21 3.85 -1.19 -0.072
H -4.75 4.30 0.03 0.115
H -3.98 4.04 1.61 0.117
H -2.77 5.74 -0.19 0.107
H -1.81 4.62 0.78 0.109
H -2.72 4.19 -2.10 0.123
H -1.13 3.82 -1.35 0.126